No. 1
# C4H7NO

A single C4H7NO molecule in a non-equilibrium geometry (wB97M-V/def2-TZVPD, the OMol25 dataset).

Summary:
E (eV): -7796.253
LUMO level (Ha): 0.038
Kohn-Sham gap (eV): 10.391
Net charge: 0
SMILES: O[C@H]1C[C@H]2N[C@@H]12
ΔE to the lowest compared entry with this formula, charge and spin (kcal per mole): 78.22

Each line ends with the Löwdin charge.
Atoms and positions in Å:
O (-1.95344, -0.38582, -0.06656)  -0.03
C (-0.89735, 0.46113, -0.39997)  -0.33
C (-0.02951, 0.98184, 0.79166)  -0.08
C (1.08972, 0.10656, 0.27650)  -0.19
N (0.51695, -1.31534, 0.00842)  0.03
C (0.35794, -0.25952, -0.95859)  -0.22
H (-1.54229, -1.14422, 0.38489)  0.08
H (-1.29142, 1.23911, -1.04980)  0.14
H (-0.35256, 0.72247, 1.79724)  0.11
H (0.12427, 2.07070, 0.72832)  0.11
H (1.96804, -0.25302, 0.77314)  0.12
H (1.35345, -1.83146, -0.29556)  0.10
H (0.65620, -0.39243, -1.98969)  0.14

Cartesian forces (eV/Å) of the 2 atoms listed first:
O -0.0281 -0.1304 0.0467
C 0.0253 0.3326 -0.2727

---

No. 2
# C4H7NO

A single C4H7NO molecule in a non-equilibrium geometry (wB97M-V/def2-TZVPD, the OMol25 dataset).

Summary:
E (eV): -7795.066
LUMO level (Ha): 0.028
Kohn-Sham gap (eV): 10.336
Net charge: 0
SMILES: C[C@@]1(C=O)CN1
ΔE to the lowest compared entry with this formula, charge and spin (kcal per mole): 105.57

Each line ends with the Löwdin charge.
Atoms and positions in Å:
C (-0.40563, -0.58303, -1.53088)  0.01
C (-0.11944, -0.03500, 0.15495)  -0.29
C (0.05488, -0.48718, 1.67993)  -0.09
N (1.03312, -0.73942, 0.67267)  0.00
C (-0.26308, 1.41853, -0.10601)  -0.23
O (-0.38909, 1.75204, -1.26183)  0.01
H (-0.01773, -0.04776, -2.44780)  0.08
H (0.17428, -1.47872, -1.43860)  0.03
H (-1.47084, -0.70788, -1.73072)  0.05
H (0.35876, 0.24896, 2.45663)  0.11
H (-0.46188, -1.33368, 2.13450)  0.09
H (1.88416, -0.20362, 0.75278)  0.11
H (-0.37751, 2.19677, 0.66439)  0.12

Cartesian forces (eV/Å) of the 2 atoms listed first:
C -0.1351 -0.8018 1.4593
C 0.4077 -0.1651 -1.9982

---

No. 3
# C4H7NO

A single C4H7NO molecule in a non-equilibrium geometry (wB97M-V/def2-TZVPD, the OMol25 dataset).

Summary:
E (eV): -7797.314
LUMO level (Ha): 0.033
Kohn-Sham gap (eV): 10.328
Net charge: 0
SMILES: O=CN1CCC1
ΔE to the lowest compared entry with this formula, charge and spin (kcal per mole): 53.75

Each line ends with the Löwdin charge.
Atoms and positions in Å:
C (-1.42212, 0.53795, 0.38507)  -0.32
C (1.01431, -0.64602, 1.03725)  -0.13
C (1.86183, -0.58416, -0.23074)  -0.13
C (0.49239, -0.27120, -1.03281)  -0.15
H (-1.68115, 0.44513, 1.48620)  0.13
H (1.41746, 0.04862, 1.68868)  0.08
H (0.97662, -1.65704, 1.47718)  0.12
H (2.45114, -1.53189, -0.61445)  0.13
H (2.49666, 0.36493, -0.18826)  0.11
H (0.20190, -1.06117, -1.64708)  0.08
H (0.48719, 0.71909, -1.60319)  0.13
N (-0.21398, -0.18045, 0.23604)  -0.08
O (-2.06631, 1.21450, -0.40049)  0.02

Cartesian forces (eV/Å) of the 2 atoms listed first:
C 1.3482 -0.3100 2.3570
C -1.2212 -1.3223 -1.3334

---

No. 4
# C4H7NO

A single C4H7NO molecule (wB97M-V/def2-TZVPD, the OMol25 dataset).

Summary:
E (eV): -7798.025
LUMO level (Ha): 0.039
Kohn-Sham gap (eV): 10.795
Net charge: 0
SMILES: C/N=C/CC=O
ΔE to the lowest compared entry with this formula, charge and spin (kcal per mole): 37.34

Each line ends with the Löwdin charge.
Atoms and positions in Å:
O (1.67883, 1.95418, 0.50087)  0.05
C (2.15603, 0.90869, 0.12871)  -0.26
C (1.38643, -0.38911, 0.03425)  -0.14
C (-0.07544, -0.18456, 0.30741)  -0.20
C (-2.32348, -0.27697, -0.25862)  -0.14
N (-0.94190, -0.63523, -0.49498)  -0.02
H (3.22256, 0.85162, -0.17321)  0.12
H (1.84978, -1.10710, 0.72788)  0.12
H (1.50174, -0.80885, -0.97199)  0.12
H (-0.33570, 0.42197, 1.18726)  0.12
H (-2.66600, 0.28680, -1.13257)  0.08
H (-2.47713, 0.33996, 0.64085)  0.07
H (-2.94112, -1.17810, -0.19216)  0.07

Cartesian forces (eV/Å) of the 2 atoms listed first:
O 0.2361 -0.4396 -0.1733
C -0.0963 0.2581 0.1077

---

No. 5
# C4H7NO

2 unconnected molecules or ions with the total composition C4H7NO in a non-equilibrium geometry (wB97M-V/def2-TZVPD, the OMol25 dataset).

Summary:
E (eV): -7796.378
LUMO level (Ha): 0.031
Kohn-Sham gap (eV): 9.597
Net charge: 0
SMILES: CC=C=O.C=N
ΔE to the lowest compared entry with this formula, charge and spin (kcal per mole): 75.33

Each line ends with the Löwdin charge.
Atoms and positions in Å:
C (-1.99467, 0.11802, -0.82764)  -0.22
C (1.16414, -2.13405, -0.77435)  -0.21
C (1.46540, -0.10905, 0.76189)  -0.07
C (1.39950, -0.83685, -0.59093)  -0.16
N (-2.40525, -0.72079, -0.06122)  0.04
O (1.00996, -3.29114, -0.73123)  0.15
H (-1.77768, 0.13346, -1.91444)  0.07
H (0.71738, 0.69732, 0.75252)  0.07
H (2.37011, 0.36184, 0.62010)  0.03
H (1.55487, -0.78073, 1.56076)  0.06
H (-1.64196, 1.07083, -0.44459)  0.05
H (1.37504, -0.27627, -1.54492)  0.11
H (-2.43298, -1.64656, -0.51271)  0.06

Cartesian forces (eV/Å) of the 2 atoms listed first:
C 2.3129 3.9578 -2.8498
C 0.2431 0.5249 1.6931

---

No. 6
# C4H7NO

A single C4H7NO molecule (wB97M-V/def2-TZVPD, the OMol25 dataset).

Summary:
E (eV): -7797.428
LUMO level (Ha): 0.039
Kohn-Sham gap (eV): 11.042
Net charge: 0
SMILES: [H]/N=C/OC1CC1
ΔE to the lowest compared entry with this formula, charge and spin (kcal per mole): 51.10

Each line ends with the Löwdin charge.
Atoms and positions in Å:
N (-2.85811, 0.03106, 0.29022)  0.11
C (-1.71808, 0.42429, -0.08268)  -0.32
O (-0.83173, -0.50364, -0.48897)  -0.04
C (0.51297, -0.15612, -0.69133)  -0.33
C (1.32854, 0.38263, 0.44562)  -0.09
C (1.42786, -1.07191, 0.04423)  -0.08
H (-3.44255, 0.82224, 0.54225)  0.04
H (-1.35347, 1.45966, -0.12464)  0.14
H (0.74370, 0.17011, -1.70346)  0.15
H (2.15022, 1.04222, 0.17240)  0.10
H (0.83429, 0.65673, 1.37383)  0.11
H (0.87522, -1.79645, 0.63677)  0.11
H (2.33112, -1.46084, -0.41426)  0.10

Cartesian forces (eV/Å) of the 2 atoms listed first:
N 0.2624 0.2927 -0.1330
C -0.2174 -0.0572 0.0523

---

No. 7
# C4H7NO

2 unconnected molecules or ions with the total composition C4H7NO in a non-equilibrium geometry (wB97M-V/def2-TZVPD, the OMol25 dataset).

Summary:
E (eV): -7794.966
LUMO level (alpha / beta) (Ha): -0.071 / -0.071
Kohn-Sham gap (alpha / beta) (eV): 7.637 / 7.635
Net charge: 0
ΔE to the lowest compared entry with this formula, charge and spin (kcal per mole): 107.89

Each line ends with the Löwdin charge.
Atoms and positions in Å:
C (-1.42217, -0.52994, -0.04703)  -0.25
C (0.55387, -0.35516, 1.33632)  -0.03
C (0.73973, -0.25689, -1.30879)  -0.02
C (-0.08249, -0.23317, -0.02971)  -0.23
N (-2.53956, -0.75809, -0.19998)  0.21
O (-0.81191, 2.04656, -0.16612)  -0.22
H (1.07868, 0.52011, 1.50819)  0.06
H (-0.15746, -0.47181, 2.16449)  0.10
H (1.39549, -1.10319, 1.40337)  0.11
H (1.69047, -0.85967, -1.03948)  0.12
H (1.10360, 0.78066, -1.52229)  0.11
H (0.19841, -0.67746, -2.14267)  0.08
H (-1.74665, 1.89805, 0.04370)  -0.04

Cartesian forces (eV/Å) of the 2 atoms listed first:
C -2.0178 -0.3815 -1.0504
C 0.1500 -1.4686 -0.3232

---

No. 8
# C4H7NO

A molecular structure, C4H7NO (wB97M-V/def2-TZVPD, the OMol25 dataset).

Summary:
E (eV): -7795.007
LUMO level (Ha): 0.027
Kohn-Sham gap (eV): 8.979
Net charge: 0
ΔE to the lowest compared entry with this formula, charge and spin (kcal per mole): 106.94

Each line ends with the Löwdin charge.
Atoms and positions in Å:
C (0.24949, 1.40828, 0.79763)  -0.06
N (0.47181, 0.32595, -0.14299)  -0.22
C (0.56331, -1.16766, 0.38854)  -0.03
C (-0.46575, -1.57286, -0.53175)  -0.46
O (-1.04468, -2.59097, -0.82206)  0.05
C (-0.58914, -0.12507, -1.07143)  -0.06
H (0.15179, 2.36203, 0.26933)  0.09
H (-0.65637, 1.22336, 1.39048)  0.10
H (1.10157, 1.48162, 1.47822)  0.09
H (1.39542, -0.37498, -0.29039)  0.16
H (0.76267, -1.37496, 1.43400)  0.10
H (-1.53929, 0.32667, -0.77091)  0.13
H (-0.40083, 0.07860, -2.12867)  0.12

Cartesian forces (eV/Å) of the 2 atoms listed first:
C -0.0276 0.0404 0.0969
N 0.1360 0.2949 -0.0376

---

No. 9
# C4H7NO

A single C4H7NO molecule in a non-equilibrium geometry (wB97M-V/def2-TZVPD, the OMol25 dataset).

Summary:
E (eV): -7794.132
LUMO level (alpha / beta) (Ha): -0.028 / -0.028
Kohn-Sham gap (alpha / beta) (eV): 8.088 / 8.086
Net charge: 0
ΔE to the lowest compared entry with this formula, charge and spin (kcal per mole): 127.11

Each line ends with the Löwdin charge.
Atoms and positions in Å:
C (0.61604, -0.36503, 1.27338)  -0.04
N (-0.50045, 0.24461, 1.67121)  0.01
C (-1.27931, 0.07986, 0.09169)  -0.44
C (0.10935, -0.46106, -0.80041)  -0.17
C (0.82662, 0.32520, -1.61895)  0.00
O (-2.21605, -0.69877, 0.09931)  -0.02
H (-0.53546, 1.24641, 1.81836)  0.09
H (-1.34134, 1.13689, -0.20894)  0.14
H (0.62097, -1.45237, 1.30451)  0.11
H (1.59018, 0.05866, 1.51158)  0.10
H (-0.04390, -1.49417, -1.10211)  0.10
H (0.85777, 1.40539, -1.50816)  0.06
H (1.29557, -0.02562, -2.53147)  0.06

Cartesian forces (eV/Å) of the 2 atoms listed first:
C -0.8387 1.0448 2.3003
N 0.4794 -0.2200 -1.0417